No. 1
Here is a molecular structure, C25H61Cl2NNbO15S5Si from the OMol25 dataset. Energies are from ωB97M-V with the def2-TZVPD basis set.

Structure (ORCA input):
```
! wB97M-V def2-TZVPD RIJCOSX def2/J DEFGRID3
* xyz -1 1
C 1.79 6.25 1.08
Si 0.67 6.19 -0.45
C -1.09 6.62 0.14
C 1.21 7.63 -1.58
O 0.74 4.75 -1.29
C 0.54 3.63 -0.37
C 0.01 2.39 -1.08
Nb -0.67 0.76 0.38
O 1.31 0.33 0.71
Cl -0.62 -0.83 -1.51
C -1.36 -0.89 1.83
C -0.54 -0.91 3.16
C -1.37 -0.42 4.38
Cl -0.45 0.86 5.28
C -2.85 1.13 -0.07
C -3.21 2.56 -0.57
C -4.63 3.00 -0.09
C -4.56 4.48 0.34
O -5.49 4.78 1.40
N -0.69 2.08 2.07
C -1.75 2.32 2.50
S -3.13 2.66 3.22
H 2.71 6.80 0.88
H 2.08 5.27 1.47
H 1.29 6.79 1.89
H -1.81 6.23 -0.59
H -1.30 6.24 1.14
H -1.15 7.71 0.14
H 0.67 7.50 -2.52
H 2.29 7.58 -1.71
H 0.95 8.56 -1.08
H -0.15 3.99 0.42
H 1.53 3.39 0.04
H -0.75 2.70 -1.80
H 0.85 2.00 -1.68
H 1.76 0.17 -0.14
H -1.27 -1.83 1.28
H -2.41 -0.74 2.11
H -0.33 -1.97 3.38
H 0.37 -0.32 3.08
H -1.58 -1.24 5.07
H -2.31 0.03 4.07
H -3.16 0.41 -0.84
H -3.46 0.89 0.81
H -2.44 3.28 -0.27
H -3.24 2.55 -1.67
H -4.93 2.43 0.80
H -5.37 2.85 -0.87
H -3.57 4.74 0.72
H -4.73 5.10 -0.56
H -5.04 5.42 1.95
O 1.41 5.99 4.85
S 0.12 6.48 5.22
O -0.55 7.48 4.43
O 0.18 6.98 6.74
C 1.17 7.96 7.08
C 0.82 9.35 6.56
C -0.99 5.13 5.47
H 2.15 7.64 6.73
H 1.21 7.99 8.17
H 0.83 9.37 5.47
H 1.54 10.08 6.93
H -0.18 9.63 6.89
H -0.50 4.39 6.09
H -1.21 4.71 4.49
H -1.90 5.50 5.93
O 2.74 -1.42 -2.19
S 3.24 -2.75 -2.05
O 4.56 -3.01 -1.56
O 3.03 -3.53 -3.44
C 3.61 -2.95 -4.62
C 5.12 -3.11 -4.67
C 2.10 -3.68 -1.09
H 3.32 -1.90 -4.71
H 3.16 -3.48 -5.46
H 5.60 -2.54 -3.87
H 5.51 -2.76 -5.62
H 5.40 -4.16 -4.53
H 1.09 -3.52 -1.47
H 2.17 -3.33 -0.07
H 2.37 -4.73 -1.14
O -1.53 -5.52 -3.75
S -2.17 -5.04 -2.57
O -1.44 -4.84 -1.35
O -3.45 -5.94 -2.26
C -3.25 -7.36 -2.12
C -2.59 -7.72 -0.80
C -3.03 -3.54 -2.95
H -2.69 -7.75 -2.97
H -4.25 -7.81 -2.16
H -1.57 -7.34 -0.76
H -2.54 -8.81 -0.69
H -3.14 -7.29 0.03
H -3.61 -3.69 -3.85
H -2.28 -2.77 -3.11
H -3.66 -3.28 -2.11
O 3.22 -10.62 -3.74
S 3.20 -9.62 -2.71
O 2.06 -9.47 -1.86
O 3.56 -8.21 -3.35
C 2.77 -7.73 -4.45
C 1.40 -7.25 -4.02
C 4.64 -9.79 -1.71
H 2.69 -8.50 -5.22
H 3.32 -6.90 -4.89
H 0.80 -8.08 -3.63
H 0.86 -6.81 -4.85
H 1.49 -6.52 -3.22
H 5.51 -9.87 -2.35
H 4.52 -10.70 -1.12
H 4.71 -8.93 -1.06
*
```

Results
- molecular weight (g/mol) = 968.0
- gap between HOMO and LUMO (Eh) = 0.24552
- E_HOMO (eV) = -4.96
- LUMO energy (eV) = 1.718

Atomic partial charges in e from the Löwdin method, atoms 1 to 99:
1 C -0.1496
2 Si 0.4287
3 C -0.1611
4 C -0.1732
5 O -0.2373
6 C -0.3730
7 C -0.3366
8 Nb 1.6621
9 O -0.4380
10 Cl -0.0071
11 C -0.3485
12 C -0.3557
13 C -0.5722
14 Cl 0.4918
15 C -0.3757
16 C -0.2867
17 C -0.1923
18 C -0.2851
19 O -0.1030
20 N -0.0430
21 C -0.9560
22 S 0.6884
23 H 0.0258
24 H 0.0309
25 H 0.0198
26 H 0.0267
27 H 0.0220
28 H 0.0252
29 H 0.0247
30 H 0.0210
31 H 0.0231
32 H 0.0624
33 H 0.1019
34 H 0.0391
35 H 0.0383
36 H -0.0320
37 H 0.0133
38 H 0.0222
39 H 0.0877
40 H 0.0467
41 H 0.0599
42 H 0.0159
43 H 0.0173
44 H 0.0104
45 H 0.0592
46 H 0.0970
47 H 0.0769
48 H 0.1041
49 H 0.0813
50 H 0.1130
51 H 0.0724
52 O -0.2709
53 S 0.5692
54 O -0.2856
55 O -0.2660
56 C -0.2631
57 C -0.0790
58 C -0.1188
59 H 0.1146
60 H 0.1180
61 H 0.0681
62 H 0.0775
63 H 0.0828
64 H 0.0742
65 H 0.0436
66 H 0.0774
67 O -0.2888
68 S 0.5691
69 O -0.2837
70 O -0.2687
71 C -0.2616
72 C -0.0779
73 C -0.1148
74 H 0.1166
75 H 0.1177
76 H 0.0687
77 H 0.0780
78 H 0.0787
79 H 0.0456
80 H 0.0832
81 H 0.0696
82 O -0.2842
83 S 0.5690
84 O -0.2774
85 O -0.2623
86 C -0.2586
87 C -0.0738
88 C -0.1219
89 H 0.1127
90 H 0.1184
91 H 0.0681
92 H 0.0799
93 H 0.0850
94 H 0.0725
95 H 0.0413
96 H 0.0795
97 O -0.2794
98 S 0.5672
99 O -0.2762

=====

No. 2
Here is a molecular structure, C25H62CuF12N4O13P2 from the OMol25 dataset. Energies are from ωB97M-V with the def2-TZVPD basis set.

Structure (ORCA input):
```
! wB97M-V def2-TZVPD RIJCOSX def2/J DEFGRID3
* xyz 0 2
Cu 10.58 11.85 15.88
P 6.75 9.05 17.78
F 7.20 9.07 16.21
F 5.74 7.89 17.40
F 7.92 7.94 18.05
F 6.38 9.01 19.30
F 7.90 10.15 18.09
F 5.59 10.14 17.50
P 12.44 14.45 14.50
F 11.42 13.94 13.31
F 13.21 13.06 14.31
F 13.35 15.33 13.51
F 13.36 14.88 15.66
F 11.56 15.70 14.82
F 11.58 13.62 15.69
C 11.53 8.11 16.69
C 10.72 8.79 15.62
C 9.62 7.83 14.85
O 8.92 8.65 13.94
C 7.86 7.95 13.39
N 9.96 9.92 16.17
H 12.40 8.71 17.08
H 11.88 7.19 16.30
H 10.94 7.84 17.57
H 11.40 9.16 14.82
H 8.92 7.40 15.50
H 10.15 7.06 14.29
H 7.29 8.78 12.87
H 7.15 7.62 14.13
H 8.10 7.14 12.74
H 9.78 9.83 17.14
H 9.08 9.95 15.71
C 11.86 12.33 10.51
C 12.13 10.88 10.66
C 13.37 10.38 9.85
O 13.37 8.96 9.82
C 14.56 8.26 9.33
N 12.25 10.58 12.11
H 11.12 12.75 11.23
H 11.47 12.61 9.50
H 12.71 12.95 10.76
H 11.23 10.31 10.20
H 14.21 10.80 10.45
H 13.22 10.76 8.87
H 14.34 7.19 9.53
H 15.39 8.55 9.99
H 14.74 8.43 8.26
H 12.63 9.64 12.20
H 12.93 11.18 12.57
C 8.19 12.04 12.07
C 8.85 12.56 13.35
C 7.71 12.67 14.44
O 8.29 12.90 15.71
C 7.27 13.11 16.72
N 9.94 11.69 13.89
H 8.84 12.22 11.20
H 7.26 12.62 12.00
H 8.05 10.98 12.11
H 9.27 13.51 13.05
H 7.08 11.75 14.52
H 7.08 13.57 14.15
H 6.97 14.12 16.63
H 7.65 12.88 17.70
H 6.36 12.45 16.44
H 10.81 11.67 13.37
H 9.56 10.78 13.82
C 10.61 19.23 14.89
C 9.47 18.92 15.83
C 8.36 18.12 15.12
O 7.92 18.75 13.94
C 7.15 19.88 14.30
N 10.00 18.20 16.99
H 11.14 20.12 15.32
H 10.22 19.43 13.84
H 11.28 18.42 14.74
H 9.11 19.82 16.22
H 7.50 17.91 15.83
H 8.76 17.16 14.84
H 6.94 20.50 13.42
H 7.56 20.39 15.15
H 6.10 19.50 14.68
H 10.72 18.75 17.42
H 10.55 17.44 16.59
C 5.75 15.68 13.73
O 7.14 15.74 13.49
C 7.64 15.77 12.26
O 6.92 15.89 11.27
O 8.98 15.73 12.29
C 9.47 15.49 10.97
H 5.46 16.16 14.67
H 5.48 14.61 13.66
H 5.16 16.28 12.98
H 9.16 16.30 10.34
H 9.09 14.60 10.47
H 10.58 15.45 11.08
C 15.34 9.83 14.19
O 14.07 10.37 14.56
C 13.85 10.89 15.76
O 12.67 10.90 16.16
O 14.86 11.29 16.47
C 14.57 12.28 17.44
H 16.14 10.52 14.42
H 15.29 9.56 13.15
H 15.62 8.95 14.72
H 14.25 13.21 17.02
H 15.46 12.51 17.89
H 13.90 11.98 18.21
C 10.39 10.76 20.02
O 10.24 12.21 19.99
C 10.19 12.90 18.88
O 10.65 12.48 17.84
O 9.55 14.07 19.01
C 9.93 15.09 17.99
H 9.54 10.27 19.55
H 10.42 10.52 21.04
H 11.32 10.44 19.48
H 9.76 14.74 16.97
H 10.97 15.24 18.19
H 9.27 15.93 18.20
*
```

Results
- molecular weight (g/mol) = 980.3
- gap between HOMO and LUMO (spin up / spin down) (Eh) = 0.35043 / 0.29210
- <S²> = 0.752
- E_HOMO (spin up / spin down) (eV) = -9.37 / -9.37
- LUMO energy (spin up / spin down) (eV) = 0.170 / -1.417

Atomic partial charges in e from the Löwdin method, atoms 1 to 99:
1 Cu 0.6907
2 P 0.1126
3 F -0.1693
4 F -0.1320
5 F -0.1744
6 F -0.1159
7 F -0.1752
8 F -0.1518
9 P 0.1529
10 F -0.1503
11 F -0.1162
12 F -0.1179
13 F -0.1041
14 F -0.1015
15 F -0.2021
16 C -0.0453
17 C -0.3128
18 C -0.1282
19 O -0.2277
20 C -0.1128
21 N 0.0665
22 H 0.0951
23 H 0.0611
24 H 0.0934
25 H 0.1265
26 H 0.0989
27 H 0.1239
28 H 0.1107
29 H 0.0834
30 H 0.0817
31 H 0.0588
32 H 0.0545
33 C -0.0896
34 C -0.4209
35 C -0.2108
36 O -0.2180
37 C -0.0641
38 N 0.0570
39 H 0.0442
40 H 0.1053
41 H 0.0832
42 H 0.1669
43 H 0.1338
44 H 0.1140
45 H 0.0952
46 H 0.0779
47 H 0.0821
48 H 0.0751
49 H 0.0542
50 C -0.0207
51 C -0.3198
52 C -0.1618
53 O -0.2359
54 C -0.0279
55 N 0.0834
56 H 0.0754
57 H 0.0962
58 H 0.0594
59 H 0.1016
60 H 0.1448
61 H 0.1051
62 H 0.0738
63 H 0.0739
64 H 0.1228
65 H 0.0534
66 H 0.0536
67 C -0.0502
68 C -0.4336
69 C -0.2138
70 O -0.1965
71 C -0.1021
72 N 0.0488
73 H 0.0927
74 H 0.1038
75 H 0.0502
76 H 0.0985
77 H 0.1418
78 H 0.1092
79 H 0.0910
80 H 0.0660
81 H 0.1187
82 H 0.0675
83 H 0.0526
84 C -0.0484
85 O -0.0590
86 C -0.5859
87 O 0.1060
88 O -0.0015
89 C -0.0430
90 H 0.0965
91 H 0.0981
92 H 0.1121
93 H 0.0912
94 H 0.0902
95 H 0.1101
96 C -0.0054
97 O -0.0023
98 C -0.5785
99 O 0.0311